Below is an isolated molecule of C3H6O2, with properties calculated with ωB97M-V/def2-TZVPD.

Atoms and positions in Å:
O  0.182  -0.424  -0.352
O  -1.988  0.010  0.945
C  1.324  -0.838  -1.122
C  -0.965  0.971  1.011
C  0.309  0.732  0.255
H  1.028  -1.733  -1.672
H  1.610  -0.032  -1.799
H  2.147  -1.062  -0.442
H  -0.647  1.123  2.055
H  -1.686  -0.659  0.315
H  -1.326  1.956  0.671

## Properties
* total charge: 0
* lowest unoccupied orbital energy: 0.032 hartree
* Kohn-Sham gap: 0.3595 Eh